Formula: C36H103N5O13
Source: the OMol25 dataset
Level of theory: ωB97M-V with the def2-TZVPD basis set

Output
M, g mol⁻¹: 814.242
ΔE to the lowest compared entry with this formula, charge and spin, kJ/mol: 173.9
LUMO, eV: 0.468
HOMO-LUMO gap, eV: 9.283
Charge: 0
Max |F|, eV Å⁻¹: 3.2
Energy, a.u.: -2685.094478

Structure (XYZ):
```
157
C36H103N5O13 (ωB97M-V with the def2-TZVPD basis set)
C 2.089 -0.010 3.889
C 0.964 -0.826 4.448
O 0.839 -2.144 3.808
H 2.997 -0.563 4.031
H 2.216 0.893 4.461
H 1.978 0.173 2.818
H -0.004 -0.389 4.162
H 1.116 -0.896 5.501
H 1.638 -2.649 3.869
C 4.616 -0.566 1.154
C 5.111 -1.996 1.178
O 4.399 -2.763 2.164
H 5.289 0.033 0.532
H 4.612 -0.215 2.189
H 3.586 -0.530 0.772
H 6.189 -2.008 1.403
H 5.002 -2.421 0.210
H 4.144 -3.592 1.762
C -3.940 -3.445 -0.424
C -4.233 -2.764 -1.715
O -3.025 -2.501 -2.403
H -3.050 -2.987 0.128
H -3.639 -4.477 -0.637
H -4.743 -3.396 0.296
H -4.826 -1.830 -1.704
H -4.908 -3.499 -2.222
H -3.302 -2.080 -3.241
C 5.140 3.148 2.446
C 3.833 3.359 3.205
O 2.702 3.828 2.445
H 5.966 2.692 3.051
H 5.619 4.083 2.207
H 4.991 2.526 1.568
H 3.977 4.103 3.949
H 3.604 2.488 3.819
H 2.498 3.136 1.797
C -1.723 -6.121 -3.470
C -0.996 -5.102 -2.608
O 0.123 -5.698 -1.967
H -2.615 -5.704 -3.980
H -2.136 -6.820 -2.760
H -0.990 -6.630 -4.077
H -1.769 -4.739 -1.902
H -0.784 -4.255 -3.228
H 0.743 -5.069 -1.610
C 1.681 -1.912 -4.683
C 2.907 -2.210 -3.851
O 2.852 -1.557 -2.560
H 1.805 -2.265 -5.709
H 1.515 -0.859 -4.891
H 0.811 -2.369 -4.210
H 3.842 -1.845 -4.250
H 2.992 -3.302 -3.781
H 1.936 -1.594 -2.216
C -0.013 2.938 4.679
C -1.456 2.568 4.264
O -2.379 3.658 4.480
H 0.441 3.734 4.091
H 0.494 1.962 4.660
H -0.047 3.320 5.702
H -1.858 1.724 4.832
H -1.448 2.150 3.216
H -2.107 4.377 3.886
C 3.219 3.620 -3.041
C 3.135 2.263 -2.467
O 2.560 1.344 -3.383
H 3.617 4.396 -2.392
H 2.295 3.980 -3.397
H 3.796 3.576 -3.988
H 2.568 2.302 -1.552
H 4.202 1.939 -2.282
H 2.702 0.480 -2.975
C -0.483 -4.356 0.835
C 1.072 -3.922 0.801
C 1.855 -5.042 1.409
O 3.182 -4.997 1.145
C 3.964 -6.148 1.505
N 1.537 -3.738 -0.594
H -0.616 -5.330 0.347
H -1.040 -3.577 0.308
H -0.789 -4.285 1.868
H 1.182 -2.992 1.357
H 1.456 -5.998 1.019
H 1.628 -5.049 2.500
H 3.904 -6.383 2.598
H 4.975 -6.023 1.187
H 3.581 -7.001 0.984
H 1.276 -2.806 -0.943
H 2.521 -3.816 -0.621
C -1.714 -0.323 -6.087
C -2.084 0.280 -4.720
C -2.306 1.771 -4.742
O -1.208 2.520 -5.256
C 0.005 2.262 -4.591
N -3.324 -0.311 -4.242
H -0.941 0.209 -6.565
H -2.612 -0.079 -6.647
H -1.470 -1.362 -5.931
H -1.309 0.074 -3.997
H -2.460 2.177 -3.710
H -3.174 1.957 -5.326
H 0.649 3.061 -4.921
H 0.428 1.269 -4.812
H -0.022 2.333 -3.486
H -3.719 0.197 -3.421
H -4.015 -0.204 -4.990
C 0.597 6.742 1.875
C -0.845 6.275 1.469
C -1.046 6.048 0.010
O -0.045 5.197 -0.520
C 0.054 5.465 -1.906
N -1.249 5.174 2.330
H 0.912 7.702 1.477
H 1.391 6.028 1.524
H 0.454 6.669 2.937
H -1.579 7.069 1.700
H -0.994 7.053 -0.389
H -2.036 5.666 -0.239
H 0.392 6.511 -2.072
H -0.904 5.291 -2.393
H 0.681 4.697 -2.257
H -0.587 4.436 2.217
H -2.111 4.825 1.969
C -4.566 1.455 2.702
C -5.184 0.099 2.601
C -4.178 -1.075 2.492
O -3.499 -1.142 3.718
C -2.548 -2.205 3.781
N -6.235 -0.224 3.585
H -5.301 2.249 2.735
H -4.009 1.608 1.797
H -3.896 1.505 3.521
H -5.679 0.122 1.599
H -3.473 -0.876 1.695
H -4.701 -2.024 2.360
H -3.102 -3.154 3.560
H -2.157 -2.322 4.774
H -1.766 -2.033 3.043
H -5.871 -0.407 4.513
H -6.950 0.471 3.559
C -2.159 0.462 -0.783
C -0.631 0.133 -0.986
C -0.084 -0.068 0.411
O -0.224 0.962 1.368
C 0.454 2.091 1.004
N -0.228 -1.009 -1.874
H -2.620 -0.452 -0.466
H -2.663 0.683 -1.720
H -2.295 1.254 0.004
H -0.088 1.000 -1.440
H 0.969 -0.376 0.210
H -0.638 -0.928 0.817
H -0.066 2.613 0.181
H 1.501 1.859 0.720
H 0.469 2.764 1.834
H -0.008 -0.702 -2.808
H -0.949 -1.744 -1.998
```

Löwdin population analysis, charges in e, atoms 1 to 2: number 1, C, carries -0.09; number 2, C, carries -0.26